Molecular formula: C7H11N
Method: DFT, ωB97M-V/def2-TZVPD

CARTESIAN COORDINATES (ANGSTROEM)
C  1.1410  0.4132  -1.7080
C  0.5930  0.2562  -0.5077
C  1.2523  -0.5464  0.5851
C  0.6102  -1.9127  0.8361
C  -0.7212  0.9166  -0.2400
C  -1.9365  0.0356  -0.1399
C  -0.3342  2.3931  0.5627
N  -0.9737  2.2840  -0.5443
H  0.7058  1.0756  -2.4427
H  2.0826  -0.0533  -1.9620
H  1.2285  0.0392  1.5082
H  2.3052  -0.6961  0.3317
H  1.2178  -2.4851  1.5352
H  -0.3752  -1.8183  1.2882
H  0.5413  -2.4876  -0.0874
H  -1.8772  -0.7887  -0.8522
H  -2.8347  0.6203  -0.3436
H  -2.0381  -0.3826  0.8642
H  -0.5870  3.1368  1.3165

Results
SMILES   C=C(CC)[C@@]1(C)C=N1
HOMO energy   -8.5 eV
Charge   0
E   -327.94038 Eh
Orbital gap   9.5 eV